(1)
Below is a molecular structure, C34H52N5O3SSi4W, with properties calculated with ωB97M-V/def2-TZVPD.

CARTESIAN COORDINATES (ANGSTROEM)
H (1.2508, -5.2748, 0.7464)
C (-4.3254, 1.1252, 5.0603)
H (-6.0538, -3.6513, 0.1854)
C (1.2106, 2.0759, 1.4668)
C (-1.8059, 1.7522, -5.4044)
H (-4.5885, -0.5553, 0.8675)
Si (-2.2739, 1.1592, -2.0405)
S (-2.3051, -2.2697, -1.3404)
Si (-2.3070, 2.6904, -3.8703)
H (-5.3625, 0.9567, 1.3390)
C (-3.3351, -1.0192, 5.5326)
H (1.5140, 2.9110, 0.8320)
O (-2.5329, -0.9617, 1.3205)
H (-2.5680, -7.0995, -0.4897)
C (-2.3849, -5.5553, 1.0200)
C (-5.1843, 0.2728, 0.5073)
H (-1.1188, 4.3480, -2.4177)
H (-1.3362, 4.9258, -4.0687)
H (3.6022, -5.9188, 1.1833)
H (4.6681, -1.7857, 1.5103)
C (-0.4159, 2.3620, 4.0009)
C (2.6059, -2.1932, 1.1027)
H (-4.4384, -5.4781, -0.4335)
C (-3.7046, 1.1423, 3.8198)
C (2.0862, -1.7055, -2.7966)
H (-2.1304, -1.8456, 3.9575)
H (0.2562, 3.1782, 4.2812)
H (-5.4175, 3.4552, -1.4863)
C (4.2803, -3.8920, 1.3739)
C (-2.8959, 0.0763, 3.4314)
H (-1.5588, 3.7633, 0.4239)
H (-1.6330, -7.5723, 0.9296)
C (-1.8447, -6.7490, 0.2477)
Si (-4.4608, 1.2143, -0.9437)
W (-1.3224, -0.2857, -0.2702)
C (-1.8457, -3.5337, -0.2143)
H (1.2961, 1.1599, 0.8763)
C (-4.1232, -4.4365, -0.3615)
H (-0.9257, -6.4782, -0.2702)
C (-3.9753, 3.5033, -4.1002)
Si (-0.5248, 2.3158, 2.1371)
H (-3.8940, 4.1083, -5.0090)
H (-0.8387, 1.2637, -5.2754)
C (2.2505, 0.6705, -2.6002)
H (-0.0597, 3.7665, -3.7196)
H (-1.6568, -5.1984, 1.7422)
H (5.3075, -4.1723, 1.5664)
C (-2.2486, 0.0416, 2.1038)
C (-1.0819, 4.0491, -3.4668)
N (-0.6013, -3.7077, 0.2645)
H (0.6316, 2.8011, -1.8051)
O (-0.0151, -1.5194, 0.7080)
H (-6.1508, -0.1233, 0.1836)
H (-4.2219, 4.1774, -3.2818)
C (0.2510, -2.7731, 0.5851)
H (2.7511, 1.6167, -2.7552)
H (-5.0084, 0.9116, -3.4049)
H (-0.6492, 4.7141, 1.6074)
H (2.3167, -1.1513, 1.0732)
H (-5.2714, 3.2203, 0.2554)
C (-1.3277, 3.8661, 1.4841)
H (-5.1146, -0.5887, -2.4810)
N (-0.9242, 1.6273, -0.9606)
H (1.9259, 2.0076, 2.2884)
H (-3.2915, -5.8255, 1.5623)
C (0.2696, 1.8033, -1.5871)
N (-2.7420, -4.4475, 0.1205)
O (-3.8785, 2.1646, 2.9363)
H (-4.6081, 0.0521, 6.8847)
C (-4.1284, 0.0526, 5.9150)
H (-4.4439, 2.8370, 3.3332)
H (-4.8011, 2.8130, -4.2479)
H (-2.2482, 4.0869, 2.0230)
C (0.9981, 0.6659, -1.9461)
H (-2.5422, 0.9860, -5.6539)
C (3.9214, -2.5507, 1.3444)
H (-4.6870, -2.6325, 0.6680)
H (-3.1899, -1.8561, 6.2010)
H (-3.8515, 3.6447, -0.6919)
C (-5.3114, 0.4867, -2.4515)
H (2.4699, -2.6574, -3.1319)
C (0.8924, -1.6575, -2.1230)
H (-4.1488, -4.0182, -1.3651)
H (0.3298, -2.5610, -1.9317)
C (3.3214, -4.8743, 1.1587)
H (0.0095, 1.4397, 4.4033)
C (-2.7389, -1.0115, 4.2835)
N (-1.3955, 0.8656, 1.5709)
C (2.7923, -0.5105, -3.0211)
H (3.7492, -0.5280, -3.5251)
H (-5.0564, -4.1105, 1.5679)
H (-6.3923, 0.6209, -2.3498)
C (1.6424, -3.1757, 0.8838)
N (0.3480, -0.5139, -1.6733)
H (-4.9616, 1.9525, 5.3546)
H (-1.3682, 2.5418, 4.4941)
C (-5.0357, -3.6600, 0.5748)
H (-1.7310, 2.4348, -6.2548)
C (2.0065, -4.5197, 0.9146)
C (-4.7717, 3.0597, -0.7016)

Computed properties:
ΔE to the lowest compared entry with this formula, charge and spin, kJ/mol: 28.49
Charge: +1
Calculated total energy, eV: -93866.372
<S²>: 2.04
Molar mass, g mol⁻¹: 907.07
Multiplicity: 3
E_HOMO (spin up / spin down), eV: -8.766 / -9.899

Atomic partial charges in e from the Mulliken method, atoms 1 to 99: number 1, H, carries 0.501; number 2, C, carries -0.697; number 3, H, carries 0.452; number 4, C, carries -0.533; number 5, C, carries -1.189; number 6, H, carries -0.704; number 7, Si, carries -1.327; number 8, S, carries -0.694; number 9, Si, carries 0.868; number 10, H, carries 0.296; number 11, C, carries -0.822; number 12, H, carries 0.331; number 13, O, carries -0.380; number 14, H, carries 0.381; number 15, C, carries -0.634; number 16, C, carries -0.177; number 17, H, carries 0.301; number 18, H, carries 0.477; number 19, H, carries 0.437; number 20, H, carries 0.434; number 21, C, carries -1.223; number 22, C, carries -0.183; number 23, H, carries 0.428; number 24, C, carries 0.785; number 25, C, carries -0.890; number 26, H, carries 0.557; number 27, H, carries 0.448; number 28, H, carries 0.414; number 29, C, carries -0.389; number 30, C, carries 0.186; number 31, H, carries -0.124; number 32, H, carries 0.395; number 33, C, carries -1.211; number 34, Si, carries 1.236; number 35, W, carries 3.492; number 36, C, carries 0.421; number 37, H, carries -0.405; number 38, C, carries -1.030; number 39, H, carries 0.236; number 40, C, carries -1.119; number 41, Si, carries 0.083; number 42, H, carries 0.433; number 43, H, carries 0.324; number 44, C, carries -1.375; number 45, H, carries 0.334; number 46, H, carries 0.413; number 47, H, carries 0.409; number 48, C, carries 0.105; number 49, C, carries -1.196; number 50, N, carries -0.154; number 51, H, carries 0.382; number 52, O, carries -0.584; number 53, H, carries 0.629; number 54, H, carries 0.282; number 55, C, carries -0.598; number 56, H, carries 0.551; number 57, H, carries 0.261; number 58, H, carries 0.494; number 59, H, carries 0.476; number 60, H, carries 0.386; number 61, C, carries -0.568; number 62, H, carries 0.239; number 63, N, carries 0.032; number 64, H, carries 0.555; number 65, H, carries 0.476; number 66, C, carries -1.446; number 67, N, carries 0.271; number 68, O, carries -0.318; number 69, H, carries 0.415; number 70, C, carries -0.678; number 71, H, carries 0.248; number 72, H, carries 0.362; number 73, H, carries 0.228; number 74, C, carries 1.341; number 75, H, carries 0.339; number 76, C, carries -1.009; number 77, H, carries -0.226; number 78, H, carries 0.455; number 79, H, carries 0.343; number 80, C, carries -1.258; number 81, H, carries 0.516; number 82, C, carries -0.160; number 83, H, carries 0.594; number 84, H, carries 0.223; number 85, C, carries -0.798; number 86, H, carries 0.316; number 87, C, carries -0.895; number 88, N, carries 0.041; number 89, C, carries -0.564; number 90, H, carries 0.467; number 91, H, carries 0.328; number 92, H, carries 0.442; number 93, C, carries 0.652; number 94, N, carries 0.247; number 95, H, carries 0.421; number 96, H, carries 0.298; number 97, C, carries -0.672; number 98, H, carries 0.408; number 99, C, carries -0.323

---

(2)
Below is a molecular structure, C34H53BF3N7OPd, with properties calculated with ωB97M-V/def2-TZVPD.

CARTESIAN COORDINATES (ANGSTROEM)
C (-4.1819, 1.0960, 4.2980)
C (-2.4556, -2.2568, 1.2205)
H (2.5028, 2.2253, 3.1753)
H (-1.4584, 2.1709, -4.9865)
H (-3.9155, -0.0827, -3.2643)
H (2.2699, -1.9849, -2.4840)
C (-2.2962, 1.3548, -3.1537)
C (2.2014, -3.7870, 0.8472)
C (-1.8689, -2.9884, -1.0926)
H (-4.5349, 1.7490, 3.5016)
H (-1.5096, 0.0206, 4.2376)
H (3.5296, 3.9486, 1.4907)
H (1.3905, 2.8581, -1.5048)
H (-4.2674, 5.7517, 1.5425)
C (-4.1867, -0.3688, 3.8683)
H (1.2372, -1.9762, 1.4842)
F (2.8223, -6.7108, -0.9176)
H (6.0660, -0.1616, 0.4476)
N (-0.4047, 1.5254, 1.8893)
N (-2.4345, 1.7764, 0.3896)
C (-2.6039, 1.7884, -1.7529)
Pd (0.3277, -0.2897, -0.6866)
H (-1.0586, -2.2469, -1.1035)
C (-0.6331, 0.2627, 4.8300)
N (-2.0020, 1.1889, -0.7440)
C (1.6579, -2.5316, 0.6584)
H (1.9366, 1.1650, -1.3359)
C (-3.7965, 5.1206, 0.7828)
C (-3.2802, -4.4654, 0.3840)
H (-1.5347, 0.5749, -3.0529)
H (-2.4330, 3.3242, -4.0600)
C (3.4023, -5.7844, -0.1020)
C (5.1166, -0.4050, -0.1138)
H (-6.0235, -0.2548, 2.7269)
H (-0.3057, 3.7307, 4.7621)
C (-4.0017, 3.6394, 1.1047)
N (-1.8566, -1.0962, 1.0480)
C (-0.8803, 2.8097, 4.8764)
H (2.4059, 4.5674, 0.2717)
H (3.2968, -4.2340, -2.3090)
H (-4.3229, 1.5072, -3.9206)
H (-4.2226, -4.0032, 0.0782)
H (-6.2706, -0.4977, 4.4656)
H (5.3688, -1.3708, -0.6401)
H (-5.7539, -1.8435, 3.4393)
C (-5.6459, -0.7740, 3.6111)
H (4.0342, 4.0468, -0.2035)
C (-0.0286, 1.6112, 4.4375)
C (-5.4948, 3.3043, 1.1714)
N (-2.3673, -0.2290, 1.9476)
H (-2.7602, -2.5215, -1.5230)
H (-1.7787, 2.9061, 4.2666)
H (5.1182, 0.3527, -0.9551)
C (1.5550, 2.0823, 1.1542)
H (-5.6441, 2.2456, 1.3875)
O (3.9986, -0.4297, 0.6272)
C (2.7793, -4.4407, -0.2299)
H (-0.9152, 0.2594, 5.8881)
C (-3.5275, 0.7597, -3.8391)
H (0.0966, -0.5315, 4.6632)
C (-3.3995, -2.1555, 2.2567)
H (-4.0442, -2.9307, 2.6386)
H (-3.0648, -5.2904, -0.2993)
C (-3.3279, -0.8451, 2.7025)
C (-1.7133, 2.5038, -3.9763)
C (2.2408, 2.2189, -1.2487)
H (3.0720, 2.4164, -1.9310)
C (-3.3117, 2.7682, 0.0950)
C (2.8108, -3.7850, -1.4518)
H (-3.5576, 3.4438, 2.0806)
H (3.4506, 1.6677, 0.4155)
H (-3.4173, -4.8818, 1.3851)
B (-1.9348, 1.2759, 1.7742)
H (-4.2364, 5.3708, -0.1858)
H (-5.9720, 3.5162, 0.2111)
H (0.9191, 1.6940, 4.9790)
H (-1.1791, 2.7147, 5.9255)
H (2.1904, -4.2342, 1.8313)
C (-3.4505, 2.8103, -1.2798)
H (-2.4822, 1.8942, 2.6344)
C (-2.1466, -3.4397, 0.3408)
C (2.6690, 2.4104, 0.2012)
H (-2.7333, 5.3588, 0.7399)
H (-0.8113, 2.8916, -3.5013)
C (0.3744, 1.7102, 2.9912)
H (-3.1999, 1.4361, 4.6083)
N (0.3342, 1.7645, 0.7642)
H (-4.0651, 3.4900, -1.8510)
H (-3.2847, 0.4102, -4.8468)
C (2.2318, -2.5379, -1.5571)
H (-4.8617, 1.2038, 5.1493)
H (-5.9985, 3.8928, 1.9446)
C (1.6318, 2.0640, 2.5595)
C (3.1915, 3.8266, 0.4584)
N (1.6093, -1.9114, -0.5381)
H (-1.2440, -3.9333, 0.7217)
F (4.7165, -5.7934, -0.4396)
F (3.3265, -6.2900, 1.1472)
H (-1.5827, -3.8410, -1.7166)
H (-3.8421, -0.9405, 4.7394)

Computed properties:
Charge: -2
Calculated total energy, eV: -60906.598
Molar mass, g mol⁻¹: 750.07
E_HOMO, eV: -0.239

Atomic partial charges in e from the Mulliken method, atoms 1 to 99: number 1, C, carries -1.085; number 2, C, carries -1.011; number 3, H, carries 0.392; number 4, H, carries 0.448; number 5, H, carries 0.335; number 6, H, carries 0.434; number 7, C, carries 0.659; number 8, C, carries -0.623; number 9, C, carries -0.858; number 10, H, carries -0.056; number 11, H, carries 0.275; number 12, H, carries 0.361; number 13, H, carries 0.290; number 14, H, carries 0.459; number 15, C, carries 0.836; number 16, H, carries 0.545; number 17, F, carries -0.280; number 18, H, carries 0.196; number 19, N, carries 1.458; number 20, N, carries 0.445; number 21, C, carries -0.445; number 22, Pd, carries 0.211; number 23, H, carries -0.064; number 24, C, carries -1.653; number 25, N, carries 0.194; number 26, C, carries -0.326; number 27, H, carries -0.065; number 28, C, carries -1.704; number 29, C, carries -1.919; number 30, H, carries -0.014; number 31, H, carries 0.275; number 32, C, carries 0.659; number 33, C, carries -0.777; number 34, H, carries 0.300; number 35, H, carries 0.371; number 36, C, carries 1.365; number 37, N, carries 0.044; number 38, C, carries -1.306; number 39, H, carries 0.358; number 40, H, carries 0.362; number 41, H, carries 0.275; number 42, H, carries 0.401; number 43, H, carries 0.457; number 44, H, carries 0.148; number 45, H, carries 0.350; number 46, C, carries -1.591; number 47, H, carries 0.443; number 48, C, carries 0.309; number 49, C, carries -1.543; number 50, N, carries 0.882; number 51, H, carries 0.243; number 52, H, carries 0.047; number 53, H, carries 0.179; number 54, C, carries -0.360; number 55, H, carries 0.274; number 56, O, carries -0.713; number 57, C, carries 0.395; number 58, H, carries 0.404; number 59, C, carries -1.557; number 60, H, carries 0.382; number 61, C, carries -0.622; number 62, H, carries 0.274; number 63, H, carries 0.455; number 64, C, carries -0.295; number 65, C, carries -1.420; number 66, C, carries -1.245; number 67, H, carries 0.506; number 68, C, carries -0.262; number 69, C, carries -0.807; number 70, H, carries -0.644; number 71, H, carries -0.429; number 72, H, carries 0.344; number 73, B, carries 0.768; number 74, H, carries 0.256; number 75, H, carries 0.372; number 76, H, carries 0.440; number 77, H, carries 0.390; number 78, H, carries 0.464; number 79, C, carries -0.099; number 80, H, carries -0.982; number 81, C, carries 1.525; number 82, C, carries 1.816; number 83, H, carries 0.383; number 84, H, carries 0.229; number 85, C, carries -0.181; number 86, H, carries -0.020; number 87, N, carries -0.822; number 88, H, carries 0.457; number 89, H, carries 0.460; number 90, C, carries -0.957; number 91, H, carries 0.563; number 92, H, carries 0.412; number 93, C, carries -0.536; number 94, C, carries -1.735; number 95, N, carries 0.285; number 96, H, carries -0.034; number 97, F, carries -0.268; number 98, F, carries -0.308; number 99, H, carries 0.408

---

- Number 1 is which compound?
  C34H52N5O3SSi4W